A structure of composition C5H20ClCrN10O5. Source: the OMol25 dataset; level of theory: ωB97M-V/def2-TZVPD.

net charge: +1
gap between HOMO and LUMO (spin up / spin down): 7.22 / 8.78 eV
2S+1: 5
electronic energy: -2631.0772 a.u.
ΔE to the lowest compared entry with this formula, charge and spin: 2.28 kcal/mol

Each line ends with the Mulliken spin population.
Geometry (Å):
Cr 0.43815 -0.16525 0.58122  3.9000
Cl 2.53533 -1.07058 1.55231  0.0253
C 2.21044 -0.43011 -2.01626  0.0049
O 1.26596 -0.06574 -1.32624  -0.0059
N 2.42691 0.03086 -3.27934  0.0026
N 3.12600 -1.32649 -1.55601  0.0031
H 3.19983 -0.27671 -3.83821  -0.0004
H 1.64597 0.52032 -3.67977  0.0009
H 3.69045 -1.75104 -2.27263  0.0008
H 3.35130 -1.46823 -0.58008  -0.0005
C 1.53619 2.99482 1.01591  0.0138
O 1.15897 1.84200 0.87787  -0.0074
N 0.70253 3.99956 1.42522  0.0025
N 2.79117 3.37971 0.68600  0.0030
H 1.02159 4.90704 1.70895  -0.0002
H -0.17929 3.65796 1.76535  0.0000
H 3.42362 2.66876 0.36572  0.0002
H 3.05983 4.34422 0.63325  -0.0002
C -1.35786 -0.18477 3.32957  0.0032
O -0.53997 -0.03912 2.42897  0.0019
N -1.93194 -1.36516 3.65721  0.0035
N -1.69410 0.85629 4.14060  0.0045
H -2.00273 -2.11664 2.99594  -0.0008
H -2.41618 -1.45690 4.53128  0.0004
H -1.26229 1.75892 4.09669  0.0002
H -2.52347 0.78677 4.70320  -0.0007
C -0.30031 -3.05945 -0.93955  0.0158
O -0.32713 -2.12358 -0.14744  0.0009
N -0.40490 -2.90024 -2.29160  0.0027
N -0.17373 -4.34759 -0.51606  0.0028
H -0.46115 -2.00565 -2.73926  -0.0004
H -0.15801 -3.67006 -2.88885  0.0001
H -0.01563 -5.01392 -1.25225  0.0004
H 0.14772 -4.54580 0.41404  -0.0003
C -2.34478 0.89136 -1.06987  0.0087
O -1.43939 0.75227 -0.26798  0.0118
N -2.83653 2.11122 -1.42884  0.0016
N -2.97909 -0.14759 -1.67781  0.0012
H -2.32508 2.95707 -1.26110  -0.0002
H -3.60987 2.17639 -2.06790  -0.0001
H -2.61430 -1.07816 -1.62100  -0.0003
H -3.83424 -0.02676 -2.19125  0.0005

Forces on the atoms, in the same order (eV/Å):
0.44 -0.30 0.25
-0.23 -0.02 -0.16
1.71 -1.21 0.81
-1.06 0.95 -0.11
-0.94 0.04 0.44
0.02 0.11 -1.47
-0.04 0.07 -0.05
0.22 0.09 -0.32
0.35 -0.01 0.37
-0.57 0.10 0.42
0.36 0.66 -0.51
-0.18 0.33 0.26
-0.34 -0.60 -0.01
0.09 -0.08 0.06
0.09 -0.05 0.09
-0.07 0.26 0.05
0.02 -0.01 0.01
0.07 -0.02 0.05
0.37 0.41 0.33
0.04 -0.08 -0.65
-0.29 -0.01 0.00
-0.54 -0.27 0.34
0.31 0.05 -0.08
-0.09 -0.06 -0.06
0.29 -0.14 -0.34
0.08 0.04 0.07
0.51 0.22 0.56
-0.63 -0.09 -0.06
-0.09 -0.55 -0.23
-0.18 0.15 -0.98
0.12 0.29 0.41
-0.10 0.05 -0.07
0.06 -0.42 0.44
0.07 0.16 0.02
-0.56 0.20 -0.44
0.61 0.05 0.18
-0.30 0.11 -0.08
-0.17 -0.26 -0.19
0.15 -0.12 0.33
0.16 0.02 -0.05
0.10 -0.09 0.43
0.14 0.07 -0.06